The following is a quantum chemistry calculation of a cluster of 6 separate species, C27H22BF4O17 in total at a distorted geometry, from the Open Molecules 2025 dataset.

Its HOMO energy is -0.2553 Eh. As for the strongest force on any atom: 11.30 eV/A. The frontier orbital gap comes out at 6.5 eV. The value obtained for the relative energy (zero: lowest compared OMol25 entry of this formula, charge and spin) is 63.3 kcal per mole. The value obtained for the total energy is -2745.293347 Eh. The total charge is -1.

Geometry as XYZ:
```
71
Properties=species:S:1:pos:R:3:forces:R:3
B 11.1050 1.3970 2.6290 -0.54 -1.59 -1.03
F 11.5230 0.5170 3.6130 0.31 0.18 1.54
F 11.2720 2.7620 2.8480 -0.25 0.84 1.02
F 11.9040 1.1070 1.5450 0.73 -0.05 -1.46
F 9.7610 1.0730 2.3500 -0.19 0.65 -0.06
C 17.4190 4.5960 2.7010 2.26 -7.89 -1.18
C 17.8450 3.1570 2.4580 2.91 5.64 2.11
C 16.9050 2.0000 2.3020 -2.77 4.46 -0.37
O 17.2510 0.9120 2.0940 2.46 -4.71 -0.48
C 15.4960 2.3730 2.2830 -3.25 5.47 1.02
C 15.0850 3.8340 2.5300 -2.85 -6.62 -0.16
C 16.0560 4.8960 2.7870 -2.89 4.44 0.42
O 15.6140 6.0710 3.0350 1.54 -3.41 -0.56
O 13.6890 4.1460 2.7020 3.58 -1.11 -1.05
O 19.3140 2.9070 2.5870 -4.70 3.10 -0.01
H 18.1480 5.2720 2.9820 1.30 1.34 0.23
H 14.6320 1.6370 2.1280 1.67 0.94 0.24
H 13.1600 3.3380 2.4630 0.43 0.75 0.39
H 19.4800 2.0200 2.3840 0.07 -2.49 -0.57
C 15.9550 -3.4940 3.0900 -4.20 7.76 3.86
C 14.5030 -2.9900 3.2150 5.08 2.76 1.84
C 13.4270 -3.8250 2.8910 -0.93 -3.21 -1.45
O 12.2630 -3.5340 3.0360 -0.70 0.67 0.42
C 13.8180 -5.0790 2.3130 1.99 -4.23 -1.89
C 15.2130 -5.4770 2.0390 -7.18 -1.03 -0.69
C 16.3190 -4.6590 2.4790 -0.96 0.09 -0.76
O 17.4490 -4.9160 2.1860 2.55 -1.42 -0.62
O 15.4400 -6.5830 1.2650 -2.34 1.43 1.64
O 14.0600 -1.7810 3.7050 -0.21 -0.95 -0.10
H 16.7840 -2.7670 3.5190 -1.90 -1.67 -1.18
H 12.8750 -5.7640 2.0410 2.63 1.44 0.34
H 16.3490 -6.5490 1.1020 2.83 -0.26 -0.52
H 12.9970 -1.6550 3.8180 3.24 -1.18 -0.94
C 5.2530 2.7310 -2.4520 -2.63 -5.07 0.45
C 4.8950 1.2780 -2.4210 -1.25 6.12 -1.59
C 5.8730 0.2280 -2.0200 -0.80 6.18 -0.42
O 5.6410 -0.8820 -2.1190 -2.75 -8.53 -1.09
C 7.0190 0.6400 -1.4280 6.08 9.28 2.17
C 7.4140 2.1650 -1.3900 1.31 -5.09 4.58
C 6.5450 3.1620 -1.9000 -1.81 3.79 -3.76
O 6.8520 4.3560 -2.1360 0.08 -2.37 1.38
O 8.3750 2.7880 -0.4510 -3.22 -1.65 -3.82
O 3.6440 0.8770 -2.9170 2.79 3.81 -0.10
H 4.5010 3.5170 -2.7880 1.28 -1.31 0.42
H 7.6660 0.0280 -0.8470 0.26 -0.74 0.04
H 8.9380 2.0650 -0.2360 1.21 -0.98 0.96
H 3.4890 0.0370 -2.6020 -0.45 -3.41 0.97
C 8.2100 7.2790 0.2010 3.17 -0.83 -1.92
C 9.4360 7.2380 -0.6100 -5.83 4.00 -0.45
C 10.6300 6.5010 -0.2470 0.61 -2.90 -0.56
O 11.5880 6.3970 -1.0180 -0.53 1.21 0.29
C 10.5120 5.5590 0.8470 -3.09 0.04 5.01
C 9.2630 5.5620 1.7270 4.96 -2.80 -0.40
C 8.0870 6.4050 1.3890 -3.82 1.22 0.76
O 6.9410 6.4620 1.9870 4.78 -0.87 -1.64
O 9.0650 4.7830 2.8580 -0.79 1.51 -1.20
O 9.5120 8.0380 -1.8380 -2.85 -1.38 4.50
H 7.1790 7.7160 0.0900 1.67 0.10 -0.88
H 11.4800 5.0570 1.1980 -1.85 0.50 -0.59
H 9.5530 4.0080 3.2230 0.72 0.84 -1.60
H 10.3140 7.7630 -2.1830 2.99 -0.82 -1.43
C 11.4880 1.3390 6.8020 2.46 0.55 0.85
C 10.6820 1.2940 7.9970 0.97 -5.82 5.47
O 11.1460 0.7240 9.0720 -1.59 2.95 -3.58
C 9.1760 1.4460 7.9030 0.75 -0.37 2.89
H 12.6530 1.3700 6.9720 -2.58 -0.75 -0.54
H 11.1940 2.2570 6.4520 -0.06 2.86 -1.59
H 10.9830 0.7330 6.0780 0.54 -1.09 -0.63
H 8.8530 1.7290 8.9640 0.04 -0.73 -1.59
H 8.6440 0.5880 7.4680 0.46 0.02 0.47
H 9.0150 2.2400 7.2860 -0.97 2.39 -1.79
```
Positions in Å, forces in eV/Å.